Entry 1:
ORCA calculation (the ωB97M-V functional and the def2-TZVPD basis) on a structure of composition C20H26Cu2N5O.

```
! RIJCOSX wB97M-V def2-TZVPD def2/J DEFGRID3
* xyz 0 2
Cu 0.239 -3.594 0.367
Cu 1.174 -1.696 2.607
O 0.099 -1.332 0.675
H -0.693 -0.816 0.429
N 2.239 -1.827 -0.967
C 2.604 -1.526 -2.265
C 3.635 -2.366 -2.697
C 3.972 -3.122 -1.563
C 3.094 -2.802 -0.542
H 1.524 -1.394 -0.401
H 2.044 -0.808 -2.846
H 4.008 -2.457 -3.706
H 4.764 -3.855 -1.594
H 3.033 -3.151 0.479
N -4.018 1.420 0.735
C -3.299 0.824 -0.267
C -3.041 -0.510 0.127
C -3.709 -0.682 1.289
C -4.315 0.431 1.658
H -4.351 2.370 0.807
H -3.017 1.391 -1.142
H -2.362 -1.194 -0.361
H -3.635 -1.546 1.933
H -4.853 0.610 2.577
N 0.849 1.351 0.267
C 1.906 1.799 -0.478
C 1.858 3.198 -0.533
C 0.646 3.575 0.033
C 0.045 2.444 0.567
H 0.639 0.390 0.493
H 2.530 1.017 -0.886
H 2.635 3.816 -0.958
H 0.288 4.579 0.203
H -0.877 2.270 1.103
N -1.372 -0.713 3.593
C -1.023 -1.962 3.978
C -0.274 -1.885 5.169
C -0.048 -0.537 5.353
C -0.832 0.196 4.467
H -1.977 -0.503 2.811
H -1.475 -2.793 3.457
H 0.113 -2.660 5.813
H 0.418 -0.159 6.251
H -1.113 1.237 4.396
N 0.661 1.699 -3.084
C 0.895 2.175 -4.340
C 0.110 1.486 -5.211
C -0.541 0.473 -4.505
C -0.198 0.625 -3.159
H 0.991 2.100 -2.218
H 1.630 2.959 -4.455
H 0.152 1.606 -6.284
H -1.241 -0.250 -4.896
H -0.533 0.097 -2.278
*
```

Output
- Energy above the lowest of the compared OMol25 structures with the same formula, charge and spin: 0.000 eV
- <S²>: 0.757
- Molecular weight: 479.6 g mol⁻¹

These are the Löwdin partial charges, in e, on atoms 1 to 2: number 1, Cu, carries 0.2982; number 2, Cu, carries 0.4036

---

Entry 2:
ORCA calculation (the ωB97M-V functional and the def2-TZVPD basis) on the molecule C6H7ClIN.

```
! RIJCOSX wB97M-V def2-TZVPD def2/J DEFGRID3
* xyz 0 1
C -2.097 -0.254 1.231
C -0.608 -0.280 1.238
Cl 0.081 1.151 2.155
N -0.027 -1.078 0.488
C 1.293 -1.310 0.154
C 1.909 -0.477 -0.703
C 1.307 0.743 -1.194
C 0.037 0.790 -1.551
I -0.820 2.599 -1.991
H -2.366 0.592 0.756
H -2.335 -0.238 2.223
H -2.348 -1.072 0.646
H 1.864 -2.200 0.403
H 2.971 -0.744 -0.942
H 1.819 1.723 -1.136
H -0.680 0.054 -1.777
*
```

Output
- SMILES: C/C(Cl)=N/C=C\C=C\I
- Energy above the lowest of the compared OMol25 structures with the same formula, charge and spin: 0.763 eV
- Molecular weight: 255.5 g mol⁻¹

These are the Löwdin partial charges, in e, on atoms 1 to 2: number 1, C, carries -0.0628; number 2, C, carries -0.6782

---

Entry 3:
ORCA calculation (the ωB97M-V functional and the def2-TZVPD basis) on the molecule C2H2N2.

```
! RIJCOSX wB97M-V def2-TZVPD def2/J DEFGRID3
* xyz 0 3
C -0.976 0.595 -0.140
C 0.911 -0.471 -0.015
N -0.127 -0.347 -0.970
N 0.448 0.848 -0.512
H -1.145 0.559 0.890
H 0.889 -1.182 0.747
*
```

Output
- Energy above the lowest of the compared OMol25 structures with the same formula, charge and spin: 3.533 eV
- <S²>: 2.011
- Molecular weight: 54.1 g mol⁻¹

These are the Löwdin partial charges, in e, on atoms 1 to 2: number 1, C, carries 0.0370; number 2, C, carries -0.0540

---

Entry 4:
ORCA calculation (the ωB97M-V functional and the def2-TZVPD basis) on the molecule C12H20N4O3S.

```
! RIJCOSX wB97M-V def2-TZVPD def2/J DEFGRID3
* xyz 0 1
C -4.905 -0.502 -0.689
C -3.390 -0.499 -0.753
C -2.854 0.465 -1.792
C -2.814 -1.894 -0.886
S -2.868 0.137 0.906
O -3.300 -0.805 1.905
O -3.359 1.498 1.035
C -1.088 0.190 0.920
C -0.360 -0.917 1.309
N 0.958 -0.947 1.322
C 1.583 0.181 0.941
N 2.926 0.175 0.969
C 3.703 1.272 0.452
C 4.269 0.882 -0.929
O 4.393 -0.519 -1.065
C 4.791 -1.139 0.133
C 3.672 -1.044 1.190
N 0.980 1.321 0.586
C -0.349 1.343 0.574
N -0.960 2.475 0.177
H -5.335 -0.861 -1.623
H -5.234 -1.145 0.125
H -5.266 0.505 -0.494
H -1.766 0.489 -1.771
H -3.173 0.164 -2.788
H -3.226 1.467 -1.593
H -3.193 -2.380 -1.784
H -3.100 -2.488 -0.020
H -1.728 -1.861 -0.943
H -0.868 -1.814 1.635
H 3.058 2.145 0.375
H 4.516 1.478 1.156
H 5.248 1.364 -1.081
H 3.593 1.192 -1.729
H 5.719 -0.680 0.506
H 4.994 -2.181 -0.118
H 2.972 -1.876 1.106
H 4.102 -1.044 2.199
H -0.396 3.306 0.126
H -1.945 2.548 0.409
*
```

Output
- SMILES: CC(C)(C)S(=O)(=O)c1cnc(N2CCOCC2)nc1N
- Energy above the lowest of the compared OMol25 structures with the same formula, charge and spin: 0.163 eV
- Molecular weight: 300.4 g mol⁻¹

These are the Löwdin partial charges, in e, on atoms 1 to 2: number 1, C, carries -0.0665; number 2, C, carries -0.6346

---

Entry 5:
ORCA calculation (the ωB97M-V functional and the def2-TZVPD basis) on the molecule C12H13BrN2O2.

```
! RIJCOSX wB97M-V def2-TZVPD def2/J DEFGRID3
* xyz 0 1
O 2.887 1.632 1.140
C 2.521 1.046 -0.084
C 1.656 2.027 -0.896
O 0.491 2.379 -0.182
C -0.587 1.543 -0.172
C -0.683 0.333 -0.851
C -1.844 -0.418 -0.770
C -2.905 0.036 -0.011
Br -4.497 -1.002 0.097
C -2.826 1.240 0.673
C -1.670 1.986 0.590
C 3.811 0.689 -0.841
N 4.427 -0.487 -0.301
C 5.104 -0.580 0.884
C 5.450 -1.892 1.016
N 5.002 -2.603 -0.052
C 4.392 -1.742 -0.815
H 2.105 2.046 1.526
H 1.947 0.123 0.102
H 1.416 1.624 -1.885
H 2.203 2.966 -1.018
H 0.131 -0.046 -1.448
H -1.914 -1.356 -1.297
H -3.660 1.588 1.262
H -1.584 2.927 1.108
H 3.586 0.511 -1.896
H 4.500 1.535 -0.755
H 5.258 0.275 1.508
H 5.994 -2.370 1.805
H 3.923 -1.974 -1.751
*
```

Output
- SMILES: O[C@@H](COc1ccc(Br)cc1)Cn1ccnc1
- Energy above the lowest of the compared OMol25 structures with the same formula, charge and spin: 0.000 eV
- Molecular weight: 297.2 g mol⁻¹

These are the Löwdin partial charges, in e, on atoms 1 to 2: number 1, O, carries -0.0060; number 2, C, carries -0.3435

---

Entry 6:
ORCA calculation (the ωB97M-V functional and the def2-TZVPD basis) on a cluster of 2 separate species, C5H11O2 in total.

```
! RIJCOSX wB97M-V def2-TZVPD def2/J DEFGRID3
* xyz -1 1
C 2.090 0.198 2.993
C 1.375 -0.433 1.883
H 3.111 0.065 2.911
H 1.931 1.320 3.100
H 1.829 -0.272 3.952
H 1.844 -1.501 1.747
H 1.351 0.153 0.983
H 0.272 -0.610 2.068
C -0.218 0.480 -1.842
C -0.189 1.790 -1.167
C -1.017 -0.575 -1.043
O -1.448 -0.190 0.034
O -1.347 -1.722 -1.512
H -0.473 0.568 -2.925
H 0.819 0.266 -2.084
H -1.293 1.792 -0.609
H 0.163 2.650 -1.792
H 0.564 2.115 -0.467
*
```

Output
- Energy above the lowest of the compared OMol25 structures with the same formula, charge and spin: 1.877 eV
- Molecular weight: 103.1 g mol⁻¹

These are the Löwdin partial charges, in e, on atoms 1 to 2: number 1, C, carries -0.2233; number 2, C, carries -0.1928

---

Entry 7:
ORCA calculation (the ωB97M-V functional and the def2-TZVPD basis) on the molecule C3H7NOS.

```
! RIJCOSX wB97M-V def2-TZVPD def2/J DEFGRID3
* xyz 0 1
C 0.903 -0.607 -2.165
C 0.676 0.864 -1.749
O -0.625 1.073 -1.111
C -0.739 0.633 0.153
N 0.125 -0.137 0.651
S -0.279 -0.748 2.170
H 1.171 -0.518 -3.280
H -0.048 -1.169 -2.003
H 1.815 -1.052 -1.596
H 0.525 1.497 -2.551
H 1.429 1.254 -1.207
H -1.650 0.891 0.640
H 0.308 -1.904 2.174
*
```

Output
- SMILES: CCO/C=N/S
- Energy above the lowest of the compared OMol25 structures with the same formula, charge and spin: 2.298 eV
- Molecular weight: 105.2 g mol⁻¹

These are the Löwdin partial charges, in e, on atoms 1 to 2: number 1, C, carries -0.0788; number 2, C, carries -0.2175

---

Entry 8:
ORCA calculation (the ωB97M-V functional and the def2-TZVPD basis) on a cluster of 2 separate species, C4H10O in total.

```
! RIJCOSX wB97M-V def2-TZVPD def2/J DEFGRID3
* xyz 0 1
C -1.080 1.569 0.515
C -0.207 0.778 -0.440
C 0.737 -0.199 0.241
C 1.472 -1.147 -0.679
O 0.951 -0.175 1.431
H -0.471 2.095 1.250
H -1.754 0.908 1.061
H -1.689 2.305 -0.015
H -0.808 0.239 -1.182
H 0.440 1.451 -1.018
H 0.793 -1.832 -1.185
H 1.996 -0.597 -1.461
H 2.200 -1.733 -0.127
H -1.519 -1.962 0.537
H -1.062 -1.701 1.071
*
```

Output
- SMILES: CCC(C)=O.[H][H]
- Energy above the lowest of the compared OMol25 structures with the same formula, charge and spin: 0.979 eV
- Molecular weight: 74.1 g mol⁻¹

These are the Löwdin partial charges, in e, on atoms 1 to 2: number 1, C, carries -0.1067; number 2, C, carries -0.2127

---

Entry 9:
ORCA calculation (the ωB97M-V functional and the def2-TZVPD basis) on the molecule C5H10O2.

```
! RIJCOSX wB97M-V def2-TZVPD def2/J DEFGRID3
* xyz 0 1
C -1.995 -0.456 0.610
C -1.141 0.168 -0.494
O -1.054 1.578 -0.341
C 0.242 -0.512 -0.542
C 1.517 0.340 -0.745
C 1.873 -0.113 0.677
O 0.688 -0.911 0.772
H -2.989 0.002 0.630
H -2.108 -1.538 0.467
H -1.516 -0.301 1.580
H -1.637 0.021 -1.462
H -0.305 1.764 0.241
H 0.184 -1.383 -1.208
H 2.191 -0.031 -1.518
H 1.379 1.415 -0.889
H 1.888 0.674 1.444
H 2.783 -0.715 0.777
*
```

Output
- SMILES: C[C@@H](O)[C@H]1CCO1
- Energy above the lowest of the compared OMol25 structures with the same formula, charge and spin: 2.234 eV
- Molecular weight: 102.1 g mol⁻¹

These are the Löwdin partial charges, in e, on atoms 1 to 2: number 1, C, carries -0.0418; number 2, C, carries -0.3771

---

Entry 10:
ORCA calculation (the ωB97M-V functional and the def2-TZVPD basis) on a structure of composition C18H14AgF11NO4S2.

```
! RIJCOSX wB97M-V def2-TZVPD def2/J DEFGRID3
* xyz -1 1
Ag 0.744 -0.025 -0.242
C -2.502 -3.751 0.364
C -3.487 -2.577 0.376
C -4.122 -2.444 -1.008
C -2.834 -1.284 0.856
C -2.066 -1.272 2.020
C -1.546 -0.094 2.536
C -1.785 1.131 1.919
C -1.333 2.422 2.545
C -2.531 1.122 0.747
C -3.035 -0.062 0.221
H -3.002 -4.662 0.027
H -2.090 -3.946 1.353
H -1.676 -3.530 -0.308
H -4.282 -2.819 1.091
H -3.373 -2.106 -1.727
H -4.957 -1.741 -1.010
H -4.497 -3.413 -1.341
H -1.889 -2.194 2.559
H -0.990 -0.130 3.466
H -2.057 2.750 3.295
H -1.235 3.208 1.796
H -0.366 2.310 3.034
H -2.757 2.060 0.252
H -3.629 -0.004 -0.682
F 2.349 0.706 -2.585
C 3.596 0.784 -2.115
F 4.224 1.765 -2.780
F 4.208 -0.371 -2.380
S 3.752 1.194 -0.292
O 3.048 0.223 0.506
O 5.171 1.240 -0.160
N 3.150 2.642 -0.219
S 1.670 3.085 0.021
O 1.487 3.813 1.235
O 0.618 2.149 -0.332
C 1.556 4.345 -1.341
F 0.405 5.020 -1.264
F 2.556 5.222 -1.283
F 1.599 3.718 -2.521
F 0.451 -2.575 -2.663
C 0.884 -3.019 -1.455
C 0.826 -2.177 -0.361
C 1.285 -2.760 0.812
F 1.268 -2.043 1.963
C 1.752 -4.058 0.912
F 2.180 -4.562 2.083
C 1.778 -4.854 -0.219
F 2.222 -6.116 -0.151
C 1.333 -4.328 -1.417
F 1.338 -5.096 -2.521
*
```

Output
- Calculated total energy: -84136.4558 eV
- Molecular weight: 689.3 g mol⁻¹

These are the Löwdin partial charges, in e, on atoms 1 to 2: number 1, Ag, carries 0.7877; number 2, C, carries -0.0662

---

Entry 11:
ORCA calculation (the ωB97M-V functional and the def2-TZVPD basis) on the molecule C29H37N3O5.

```
! RIJCOSX wB97M-V def2-TZVPD def2/J DEFGRID3
* xyz 0 1
C 1.083 2.569 0.439
O 2.486 2.619 0.372
C 3.165 1.511 -0.045
C 2.555 0.307 -0.373
C 3.321 -0.774 -0.793
N 2.755 -1.994 -1.147
C 1.518 -2.547 -0.883
O 1.151 -3.475 -1.599
C 0.793 -2.100 0.297
C -0.565 -2.118 0.451
N -1.502 -2.216 -0.535
C -1.180 -2.048 -1.931
C -2.463 -1.786 -2.732
O -3.386 -1.027 -1.988
C -3.889 -1.756 -0.889
C -2.834 -2.708 -0.291
C -1.019 -1.934 1.846
C -1.837 -0.967 2.282
C -2.450 0.100 1.511
C -1.881 0.626 0.350
C -2.514 1.601 -0.382
C -3.766 2.102 0.003
N -4.401 3.046 -0.762
C -5.600 3.696 -0.299
C -4.100 3.144 -2.172
C -4.307 1.624 1.205
C -3.656 0.657 1.939
C -0.377 -2.905 2.804
C 1.147 -2.948 2.582
C 1.575 -1.875 1.573
C 4.702 -0.641 -0.915
C 5.323 0.555 -0.587
O 6.664 0.772 -0.652
C 7.485 -0.250 -1.157
C 4.557 1.645 -0.145
O 5.205 2.833 0.110
C 5.153 3.282 1.448
H 0.769 3.560 0.763
H 0.736 1.828 1.167
H 0.640 2.353 -0.537
H 1.486 0.198 -0.323
H 3.292 -2.544 -1.806
H -0.659 -2.928 -2.338
H -0.499 -1.195 -2.018
H -2.234 -1.202 -3.624
H -2.922 -2.735 -3.046
H -4.206 -1.008 -0.160
H -4.767 -2.343 -1.202
H -2.931 -3.701 -0.755
H -2.999 -2.815 0.781
H -2.100 -0.970 3.335
H -0.916 0.270 0.029
H -2.030 1.987 -1.265
H -5.767 4.593 -0.893
H -6.487 3.054 -0.379
H -5.481 4.002 0.740
H -3.261 3.824 -2.356
H -3.854 2.161 -2.579
H -4.971 3.524 -2.704
H -5.258 1.989 1.561
H -4.112 0.294 2.850
H -0.801 -3.899 2.640
H -0.610 -2.612 3.828
H 1.670 -2.791 3.527
H 1.443 -3.923 2.193
H 1.370 -0.887 1.995
H 2.646 -1.950 1.393
H 5.276 -1.487 -1.256
H 8.495 0.156 -1.151
H 7.453 -1.145 -0.525
H 7.211 -0.520 -2.182
H 4.128 3.492 1.764
H 5.738 4.200 1.475
H 5.599 2.547 2.127
*
```

Output
- SMILES: COc1cc(NC(=O)C2=C(N3CCOCC3)/C(=C\c3ccc(N(C)C)cc3)CCC2)cc(OC)c1OC
- Energy above the lowest of the compared OMol25 structures with the same formula, charge and spin: 2.745 eV
- Molecular weight: 507.6 g mol⁻¹

These are the Löwdin partial charges, in e, on atoms 1 to 2: number 1, C, carries -0.0717; number 2, O, carries -0.0768

---

Entry 12:
ORCA calculation (the ωB97M-V functional and the def2-TZVPD basis) on the molecule C2H4OS.

```
! RIJCOSX wB97M-V def2-TZVPD def2/J DEFGRID3
* xyz 0 1
O -2.082 -0.882 -0.155
C -1.355 -0.073 0.341
C 0.063 -0.038 -0.238
S 2.106 -0.527 0.148
H -1.582 0.739 0.906
H -0.034 -0.835 -1.056
H 0.317 0.922 -0.595
H 2.566 0.694 0.648
*
```

Output
- SMILES: O=CCS
- Energy above the lowest of the compared OMol25 structures with the same formula, charge and spin: 2.317 eV
- Molecular weight: 76.1 g mol⁻¹

These are the Löwdin partial charges, in e, on atoms 1 to 2: number 1, O, carries 0.0718; number 2, C, carries -0.2844